10
Properties=species:S:1:pos:R:3:forces:R:3:lowdin_charge:R:1 method="wB97M-V/def2-TZVPD" orbital_gap_ev=9.9 de_lowest_kcal_mol=73.7 charge=+1 energy_ev=-7172.8345 smiles="NC(=[NH2+])C=O"
H 1.7231 -0.1571 -1.2698 -2.1 1.6 0.1 0.128
H -1.2475 1.7122 -0.0617 -0.5 0.7 -0.2 0.149
O 0.8615 -1.4303 1.6199 -0.7 0.8 -0.7 0.139
H -0.4425 -2.2299 0.2934 0.3 2.0 0.1 0.187
H 1.0435 1.4438 -1.6178 -0.6 -0.7 1.1 0.101
N 0.8428 0.4780 -1.2809 -1.2 -3.1 4.5 0.132
H -1.5439 0.5851 1.2179 -1.4 0.1 1.0 0.143
N -1.2151 0.7836 0.3052 3.6 -1.3 -0.3 0.257
C 0.0868 -1.2724 0.7109 0.9 -2.7 0.6 -0.187
C -0.1088 0.0871 0.0831 1.6 2.7 -6.2 -0.049

---

54
Properties=species:S:1:pos:R:3:forces:R:3:lowdin_charge:R:1 method="wB97M-V/def2-TZVPD" orbital_gap_ev="6.3 / 6.1" de_lowest_kcal_mol=0.0 multiplicity=2 charge=-1 energy_ev=-351099.6725
C 1.0619 -1.2463 2.4731 0.1 0.0 -0.1 -0.395
H -2.6594 4.0897 -5.1213 0.0 0.0 0.0 0.106
Br 1.7134 -2.3429 6.4154 0.0 0.0 0.0 0.674
C 2.7817 -2.9491 3.8263 0.0 0.0 0.0 -0.752
C -0.6403 4.1546 -5.8545 0.0 0.0 0.0 -0.101
C -1.3940 -1.7448 -3.7947 0.0 0.0 0.0 -0.071
H 0.8243 0.7501 -4.3405 0.0 0.0 0.0 0.087
C 2.0882 -4.6791 -3.6443 -0.1 -0.1 0.0 -0.111
C 3.0453 -3.7524 -4.0266 0.1 0.1 0.0 -0.111
O 2.0012 -1.7804 0.4666 0.0 0.2 0.0 -0.347
H 0.9419 -0.3746 -6.5508 0.0 0.0 0.0 0.102
H 2.1088 3.4883 -4.0095 0.0 0.0 0.0 0.106
N -1.2877 1.1007 -2.4394 0.0 -0.1 -0.2 0.064
S -0.2069 -2.6424 -1.0083 0.3 -0.2 -0.2 0.654
H -2.9409 4.2689 -2.6099 0.1 0.1 0.0 0.129
C 3.0345 -2.4786 -3.4741 0.0 -0.1 0.0 -0.127
C 0.9753 -1.3407 3.8473 0.0 0.0 0.0 -0.650
H 1.4562 4.0973 -6.3248 0.0 0.0 0.0 0.093
C -1.2455 3.6320 -3.5787 0.2 0.2 0.0 -0.263
Tc 0.4359 -0.6022 -0.2701 0.2 0.0 0.4 0.902
H 0.3673 -5.0461 -2.4099 0.0 0.0 0.0 0.097
C 0.7020 3.9759 -5.5583 0.0 0.0 0.0 -0.112
C 1.0912 -3.0506 -2.1641 0.0 0.2 0.0 -0.612
S -1.1159 1.1256 0.2439 0.0 0.2 0.1 0.669
H 0.4114 3.1965 -2.2705 0.0 0.0 0.0 0.111
H -2.0438 -2.1129 -3.0158 0.0 0.0 0.0 0.085
C -0.5884 -0.6458 -3.5568 0.1 0.0 -0.1 -0.304
H -0.4267 -2.3924 -6.9775 0.0 0.0 0.0 0.097
H -1.9483 -3.2391 -5.2209 0.0 0.0 0.0 0.101
C 1.8414 -2.2031 4.5345 0.0 0.0 0.0 -0.759
C 0.1089 3.4642 -3.2752 0.0 0.0 0.0 -0.044
O 0.3320 -0.4599 1.6997 -0.1 -0.1 0.2 -0.391
C 2.8703 -2.8428 2.4337 0.0 0.0 0.1 -0.644
C 0.2882 -0.7623 -5.7793 0.0 0.0 0.0 -0.074
C 2.0674 -2.1148 -2.5431 -0.2 0.0 0.2 -0.617
C 1.0649 3.6304 -4.2612 0.0 0.0 0.0 -0.096
Br 4.1088 -3.8120 1.3965 0.0 0.0 0.0 0.756
C 2.0110 -1.9876 1.7543 -0.1 0.0 -0.1 -0.415
S 2.0928 -0.4658 -1.8755 0.0 -0.2 -0.1 0.648
N -2.2479 3.5427 -2.6033 -0.4 -0.3 -0.2 -0.009
C -1.3331 -2.3681 -5.0341 0.0 0.0 0.0 -0.079
Br 3.9515 -4.1235 4.7389 0.0 0.0 0.0 0.678
C -0.4845 -1.8900 -6.0199 0.0 0.0 0.0 -0.093
H 3.8072 -4.0189 -4.7494 0.0 0.0 0.0 0.092
C 0.2308 -0.1278 -4.5499 0.0 -0.1 0.1 -0.056
N -2.1297 2.9808 -1.3675 0.2 0.1 0.2 0.033
C -1.5460 1.8418 -1.2728 0.1 -0.1 0.2 -0.810
H 3.7857 -1.7524 -3.7634 0.0 0.0 0.0 0.096
H 2.0963 -5.6789 -4.0621 0.0 0.0 0.0 0.092
H -0.9446 4.4160 -6.8606 0.0 0.0 0.0 0.097
N -0.6592 0.0456 -2.2780 -0.3 0.1 -0.3 -0.114
Br -0.3263 -0.2868 4.7093 0.0 0.0 0.0 0.754
C 1.1178 -4.3261 -2.7160 0.1 0.0 -0.1 -0.128
C -1.6091 3.9802 -4.8772 0.0 0.0 0.0 -0.040

---

82
Properties=species:S:1:pos:R:3:forces:R:3:lowdin_charge:R:1 method="wB97M-V/def2-TZVPD" orbital_gap_ev=5.4 de_lowest_kcal_mol=83.6 charge=-1 energy_ev=-139844.8112
C -1.5881 -2.7229 -0.6380 -0.1 -0.1 0.0 -0.148
C 2.0574 -3.1859 5.0355 0.0 -0.1 0.1 -0.132
H 2.0205 4.0265 -3.0818 0.0 0.0 0.0 0.119
H -0.1567 3.9402 3.6315 0.0 0.0 0.0 0.100
N -1.6724 3.3997 -1.5132 0.1 -0.1 0.4 -0.170
O -1.0764 -5.6693 -0.1635 -0.4 -0.5 -0.3 0.112
H -1.1815 6.1147 3.1767 0.0 0.0 0.0 0.108
C -4.0158 2.9114 -1.4408 0.0 0.1 0.0 -0.160
H 0.9170 2.7455 1.9555 0.0 0.1 0.0 -0.017
H 0.1104 1.2050 4.3302 0.0 -0.1 -0.1 -0.022
O 0.4623 2.1284 -0.8287 0.6 2.7 -2.2 -0.590
H -2.1495 4.3799 1.7747 0.0 0.0 0.0 0.098
C -0.9187 1.1166 4.6871 -0.1 0.0 0.0 -0.236
H -1.0117 0.2055 5.2751 0.0 0.0 -0.1 0.035
H 1.0978 7.7283 -2.4485 0.1 0.0 0.0 0.105
H -3.9130 2.2185 4.4539 0.1 0.0 0.0 0.023
C -2.4797 -3.8271 -0.7188 0.0 0.1 0.1 -0.054
C -3.2821 2.4849 3.6025 0.1 0.0 -0.2 -0.247
C -2.6233 2.3058 -1.2076 0.0 -0.1 0.0 -0.180
H 2.5026 6.6583 -2.3447 0.0 0.0 0.0 0.111
H 2.0736 -4.0906 5.6326 0.0 0.0 0.0 0.085
H -3.9280 2.7128 2.7507 0.0 0.0 0.0 0.015
C 3.2017 -2.4086 4.9098 0.0 0.0 0.0 -0.130
C 1.9867 -0.8223 3.5102 0.1 0.0 0.1 -0.726
C -2.4008 4.5705 -1.9881 0.0 0.1 -0.1 -0.205
N 0.6809 4.6005 -1.5466 -0.4 -0.2 -0.1 -0.181
H 1.4892 6.0908 -0.2760 0.0 0.0 0.0 0.108
C -0.1118 -2.6854 -0.3302 0.1 -0.2 -0.1 -0.608
C 0.3968 4.5956 2.9553 -0.1 0.1 -0.1 -0.144
H -2.4388 1.4451 -1.8566 0.0 0.0 0.0 0.112
N -0.3283 4.0252 0.7831 0.3 -0.1 -0.3 -0.189
H -4.1860 -1.2170 -1.2324 0.0 0.0 0.0 0.146
C 0.9071 5.8269 -3.5418 0.1 0.0 0.1 -0.175
H -2.7131 3.3817 3.8554 0.0 0.0 0.0 0.003
H 0.0069 -3.4083 4.4578 0.0 0.0 0.0 0.084
C 1.0041 4.4182 -2.9642 0.1 0.0 0.0 -0.194
H -4.6655 -3.7286 -1.1190 0.0 0.0 0.0 0.129
H 4.0348 -0.6259 4.0474 0.0 0.0 0.1 0.077
H 1.4970 5.9512 -4.4493 0.0 0.0 0.0 0.106
H -4.3977 2.6452 -2.4285 0.0 0.0 0.0 0.106
H 1.7329 4.1612 1.2703 0.0 0.0 0.1 0.121
C -1.3168 4.9390 1.3327 -0.2 0.0 0.0 -0.192
H -3.2886 -1.0892 2.3243 0.0 0.0 0.0 -0.007
S 2.0499 0.7196 2.6729 0.4 0.2 0.3 0.411
H 0.3147 3.7091 -3.4257 0.0 0.0 0.0 0.112
H -2.5050 1.9832 -0.1716 0.0 0.0 0.0 0.070
C -3.4795 -0.3598 3.1079 0.1 0.0 0.0 -0.266
H -4.5447 5.0025 -1.8922 0.0 0.0 0.0 0.107
H -0.1320 6.4528 -0.8698 0.0 0.0 0.0 0.095
H -3.7583 4.7483 -0.3216 0.0 0.0 0.0 0.099
C 0.8280 5.9974 -1.1414 0.1 0.0 0.1 -0.201
O 0.4382 -1.5612 -0.4534 0.6 -4.3 -2.1 -0.433
C 0.8367 -1.6362 3.6086 0.1 0.0 0.1 -0.649
C 1.4120 6.6874 -2.3789 -0.1 -0.1 -0.1 -0.167
Ba 0.0908 0.3526 0.4680 1.0 -0.4 1.7 1.856
H -1.7251 5.6087 0.5703 0.0 0.0 0.0 0.095
C -3.7025 -3.2642 -0.9920 0.0 0.0 0.0 -0.017
H -1.2071 1.9871 5.2799 0.0 0.0 -0.1 0.025
O -3.1733 -6.0688 -0.7767 -0.1 0.0 0.1 0.057
N -2.2298 -1.5887 -0.8598 0.2 0.4 0.0 0.090
H 4.1229 -2.7136 5.3942 0.0 0.0 0.0 0.085
H -0.4198 -4.8776 -0.1285 0.1 0.1 0.4 0.030
S -0.6880 -1.3417 2.7617 -0.3 -0.7 0.7 0.527
C 3.1558 -1.2474 4.1610 -0.1 -0.1 0.0 -0.160
C -3.7854 4.4250 -1.3648 0.0 -0.1 0.0 -0.169
C 0.7951 3.8030 1.7127 0.1 -0.1 0.1 -0.199
H -4.7295 2.5623 -0.6948 0.0 0.0 0.0 0.106
H -2.4862 4.5406 -3.0829 0.0 0.1 0.0 0.118
H -1.8951 5.4976 -1.7169 0.0 0.0 0.0 0.093
C 0.8994 -2.7987 4.3854 0.0 0.0 0.0 -0.151
C -0.5349 5.6842 2.4121 0.1 -0.1 0.0 -0.160
N -3.5043 -1.9335 -1.0710 0.0 -0.2 0.1 -0.007
P -0.2067 3.4427 -0.7364 0.0 1.8 -0.8 0.516
C -2.2677 -5.2898 -0.5501 0.1 -0.2 -0.1 -0.527
H -4.4505 0.1187 2.9719 0.1 0.1 0.0 0.025
H 0.0514 6.4841 1.9516 0.0 0.0 0.0 0.103
H 1.2614 4.9878 3.4869 0.0 0.0 0.0 0.114
O -1.4923 1.4923 1.6563 -1.8 1.4 0.8 -0.861
H -3.4471 -0.8787 4.0646 0.0 0.0 0.0 0.034
H -0.1336 6.0738 -3.7666 0.0 0.0 0.0 0.103
As -2.0577 0.9751 3.1239 -0.9 0.1 1.5 0.844
O 0.4348 -3.7487 0.0161 0.2 0.3 -0.2 0.056

---

110
Properties=species:S:1:pos:R:3:forces:R:3:lowdin_charge:R:1 method="wB97M-V/def2-TZVPD" orbital_gap_ev=5.0 de_lowest_kcal_mol=35.5 charge=0 energy_ev=-141886.0230
H 0.7758 -1.3103 3.5310 0.0 0.0 0.1 0.050
C 1.7515 -1.2335 4.0110 0.0 0.0 0.0 -0.041
H 1.1552 0.3917 -5.0372 0.0 0.0 0.0 0.079
K -0.9560 -1.1091 1.1740 -0.2 -0.5 -0.3 0.796
C -3.5183 0.4100 3.3268 0.6 -0.2 0.2 -0.458
H 4.2033 -0.0900 4.2921 0.0 0.0 0.0 0.083
H -3.6472 2.2577 3.2881 0.1 0.1 0.1 0.144
H -1.1048 -3.4310 -3.9440 0.0 0.0 0.0 0.084
C 1.7212 2.5787 -6.0140 0.1 0.0 -0.1 -0.074
C 3.4259 0.3329 4.9335 0.1 0.0 0.1 -0.077
H -5.5701 -3.2568 -2.4171 0.0 0.0 0.0 0.179
C -3.7171 -1.0907 -0.6640 0.1 -0.2 0.1 -0.123
N -4.9619 -2.9667 -1.6576 0.1 0.1 0.2 -0.091
H 0.9871 -3.0675 -5.2890 0.0 0.0 0.0 0.082
H 0.9537 2.0280 -6.5650 0.0 0.0 0.0 0.084
O -3.9937 0.2531 2.2357 -0.2 0.1 0.0 0.113
H -2.6090 -1.9931 7.2461 0.0 0.0 0.0 0.116
C -2.5266 -1.8828 6.1732 0.2 -0.3 0.0 -0.022
C -5.6780 -3.1839 -0.3463 0.2 0.0 -0.3 -0.054
C -3.0548 -0.7854 5.5306 -0.1 0.3 0.1 0.024
H 0.8020 -2.5339 -1.6627 0.0 0.0 0.0 0.069
C -2.9522 -0.7284 4.1495 0.0 0.1 -0.3 -0.160
C -0.8691 -3.5245 3.1306 -0.4 0.4 0.8 -0.460
C 1.1731 -2.6426 -2.6794 0.0 0.0 0.0 -0.038
H -4.5056 -3.5629 1.4529 0.0 0.0 0.0 0.129
N -3.4663 -2.2554 0.2047 0.0 0.1 -0.3 -0.157
C -3.6988 -3.7991 -1.7087 -0.3 0.2 0.0 -0.046
C -0.3157 1.3953 -1.6482 0.1 -0.2 -0.2 -0.423
H 2.5067 -1.6601 3.3452 0.0 0.0 0.0 0.096
H 5.3701 3.3769 2.4747 0.0 0.0 -0.1 0.086
H 1.7890 2.9294 -0.4079 0.0 0.0 0.0 0.094
C 4.3009 3.0178 0.6065 0.0 -0.1 0.0 -0.560
C 0.2799 -0.3440 -3.2373 0.1 0.2 -0.1 -0.093
C 0.7243 1.7976 1.0418 -0.2 0.0 0.0 -0.385
H -5.1491 -1.9184 1.3569 0.0 0.0 0.0 0.116
H -1.8586 -2.9155 -0.9399 0.0 0.0 0.0 0.099
C 5.5298 2.8956 1.5056 0.1 0.0 0.0 -0.075
H 2.2149 -2.3100 -2.7007 -0.1 0.0 0.0 0.091
H 3.2101 4.6570 -0.3389 0.0 0.0 0.0 0.071
C -2.7954 -3.3195 -0.5510 -0.1 0.2 0.1 -0.135
H 3.7541 2.3969 -1.4140 0.0 0.0 0.0 0.065
C 0.7334 0.6748 -4.0822 0.0 -0.1 0.1 0.014
H 0.2335 -4.0164 4.6166 0.0 0.0 0.0 0.104
C 3.0771 1.6802 2.4384 -0.1 -0.2 0.1 0.012
C 1.8513 2.4150 0.5465 0.0 0.0 -0.1 -0.065
H -3.2607 -3.6363 -2.6915 0.1 0.0 0.0 0.110
C -1.8414 -2.8356 5.4220 0.1 0.0 0.6 0.007
Se -0.9675 1.8675 0.0896 0.2 0.5 0.0 1.096
H -2.7468 -0.7427 -1.0328 0.0 0.0 0.0 0.094
C 1.0205 0.7834 5.3088 0.0 0.1 0.0 -0.046
H -5.9250 -4.2436 -0.3110 0.0 0.0 0.1 0.126
H 0.0598 3.4009 -2.2223 0.0 0.0 0.0 0.098
O -3.3812 1.5885 3.9400 -0.3 -0.1 -0.2 0.145
H 1.9590 4.3669 -3.0725 0.0 0.0 0.0 0.074
N -2.3296 -1.6492 3.4326 -0.2 0.2 0.1 0.161
C -0.2756 0.0033 -1.9726 -0.3 0.1 0.2 -0.397
C -1.7277 -2.6411 4.0633 0.4 -0.5 -0.7 -0.178
C 0.0311 4.0954 -5.0298 -0.1 0.1 0.0 -0.056
C 0.3365 -1.8125 -3.6668 0.0 0.0 0.0 -0.531
H 5.8000 1.8516 1.6874 0.0 0.0 0.0 0.083
H -1.3910 -3.6885 5.9156 0.0 0.0 0.0 0.119
H 4.8365 1.2789 -0.5863 0.0 0.0 0.0 0.089
H 1.7553 -1.8127 4.9465 0.0 0.1 -0.1 0.081
C 4.6088 2.3378 -0.7356 0.0 0.0 -0.1 -0.047
C 0.9565 -2.0004 -5.0507 0.0 0.0 -0.1 -0.077
C -4.6319 -1.4979 -1.8377 -0.1 -0.4 0.0 -0.036
H -0.3760 4.5600 -4.1294 0.0 0.0 0.0 0.076
H 0.3746 4.8944 -5.6945 0.0 0.0 0.0 0.080
C 2.3028 3.9263 -4.0118 0.0 0.0 0.1 -0.051
H -4.1481 -1.4181 -2.8099 0.0 0.1 0.0 0.130
H -5.5884 -0.9784 -1.8629 0.0 0.1 0.0 0.129
H 3.7048 1.3636 5.1671 0.0 0.0 0.0 0.086
C -1.1008 -2.3560 -3.7230 -0.1 0.0 0.0 -0.058
C 0.6757 2.0298 -3.7695 0.0 0.0 0.1 -0.187
H -2.5649 -4.1440 0.1206 0.0 0.0 0.0 0.118
C 2.0417 0.2519 4.2909 0.0 0.0 -0.1 -0.528
H -3.5365 0.0150 6.0754 0.0 0.0 0.0 0.127
C 3.0651 2.3641 1.2275 -0.1 0.1 -0.1 -0.184
H 2.5718 1.9089 -5.8625 0.0 0.0 0.0 0.086
H 3.4231 -0.2317 5.8708 0.0 0.0 0.0 0.080
H 4.9283 4.9854 -0.0776 0.0 0.0 0.0 0.080
H 2.6539 4.7384 -4.6569 0.0 0.0 0.0 0.082
H 1.0791 0.2040 6.2394 0.0 0.0 -0.1 0.076
O 0.0603 -4.2929 3.7076 0.1 -0.1 0.0 0.142
H 3.7916 5.0197 1.2871 0.0 0.0 0.0 0.088
H -1.6678 -1.8451 -4.5071 0.0 0.0 0.0 0.090
H 0.3827 -1.4975 -5.8336 0.0 0.0 0.0 0.083
H 4.0068 1.6258 2.9876 0.0 0.0 0.0 0.079
H -6.5959 -2.6009 -0.3944 0.0 0.0 0.1 0.128
H -4.1742 -0.3037 -0.0691 0.0 0.0 0.0 0.115
H 6.3819 3.3832 1.0233 0.0 0.0 0.0 0.081
C 4.0420 4.5089 0.3538 -0.1 0.1 0.0 -0.052
H -1.5899 -2.1757 -2.7627 0.1 0.0 -0.2 0.038
H 1.1560 -3.7011 -2.9667 0.0 0.1 0.0 0.079
H 2.0584 3.4050 -6.6459 0.0 0.0 0.0 0.081
O -0.7671 -0.8596 -1.1301 0.4 -0.2 -1.4 -0.353
H 5.4663 2.8115 -1.2260 0.0 0.0 0.0 0.082
H -0.7849 3.5615 -5.5238 0.0 0.0 0.0 0.087
H 1.2397 1.8274 5.5501 0.0 0.0 0.0 0.089
C 1.1809 3.1353 -4.6985 0.0 -0.1 0.0 -0.563
H 1.9824 -1.6262 -5.0908 0.0 0.0 0.0 0.087
H 3.1536 3.2806 -3.7799 0.0 0.0 0.0 0.082
O -1.0059 -3.5129 1.9432 -0.1 -0.7 0.0 0.045
C 0.7184 1.0979 2.2735 -0.6 -0.3 0.3 -0.438
C 1.9549 1.0433 2.9770 0.3 0.0 0.0 -0.092
C -4.7098 -2.7297 0.7795 0.0 0.0 -0.1 -0.134
C 0.1337 2.3614 -2.5277 0.0 0.1 0.0 -0.097
H -4.0212 -4.8351 -1.6157 0.1 -0.1 0.0 0.129
H 0.0108 0.7307 4.9007 0.1 0.0 0.0 0.064
O -0.3710 0.5043 2.6918 0.7 1.1 0.9 -0.338